This record from OMol25 describes an isolated molecule of C16H23N3OS. The level of theory is wB97M-V/def2-TZVPD.

Properties
E_HOMO = -8.04 eV
SMILES string = COCCNC(=S)NN=C1CCC(c2ccccc2)CC1
lowest unoccupied orbital energy = 0.7 eV
frontier orbital gap = 8.7 eV
ΔE to the lowest compared entry with this formula, charge and spin = 212.1 kJ/mol

Last column: natural (NBO) charge in e.
CARTESIAN COORDINATES (ANGSTROEM)
1 H 0.934 1.524 -4.053  0.21
2 C -1.181 1.500 -3.712  -0.20
3 C 1.485 -2.480 0.786  0.29
4 H 3.899 -0.862 0.206  0.18
5 C -2.707 1.379 1.013  -0.40
6 H 1.458 -1.126 2.250  0.42
7 C -1.893 1.233 -1.419  -0.03
8 C -2.186 1.394 -2.769  -0.21
9 N 2.019 -1.872 1.858  -0.59
10 H -3.967 -0.562 -1.557  0.22
11 H -1.904 2.116 1.049  0.21
12 S 2.282 -3.543 -0.197  -0.29
13 H -1.433 1.624 -4.756  0.21
14 H -1.815 -1.463 -1.110  0.23
15 H 3.609 -1.653 3.151  0.21
16 H 5.179 -0.702 1.439  0.17
17 C -2.310 0.126 1.814  -0.45
18 H 5.109 1.736 1.100  0.17
19 C 4.091 -0.699 1.277  -0.08
20 O 3.533 0.530 1.691  -0.55
21 H -3.578 1.831 1.491  0.22
22 H -3.840 1.747 -0.777  0.22
23 C -2.470 -1.369 -0.237  -0.51
24 C -3.584 -0.373 -0.552  -0.38
25 C -1.663 -0.903 0.943  0.29
26 H 3.812 1.526 -0.103  0.16
27 H -0.233 -2.673 -0.275  0.40
28 C 3.438 -1.821 2.087  -0.24
29 H -0.285 1.071 0.000  0.21
30 H 3.868 -2.778 1.784  0.24
31 C -0.558 1.192 -1.036  -0.18
32 N -0.491 -1.286 1.255  -0.29
33 H -3.220 1.438 -3.085  0.21
34 C 0.451 1.296 -1.979  -0.22
35 H -2.891 -2.358 -0.031  0.24
36 H -3.208 -0.323 2.248  0.21
37 H 3.522 2.510 1.358  0.19
38 H 1.482 1.254 -1.660  0.21
39 C 4.025 1.627 0.969  -0.24
40 H -4.413 -0.491 0.149  0.21
41 N 0.174 -2.214 0.535  -0.45
42 C 0.146 1.447 -3.320  -0.22
43 H -1.638 0.388 2.630  0.24
44 C -3.046 1.065 -0.453  -0.24

This record from OMol25 describes a cluster of 9 separate species, C34H96N13O19P5 in total at a distorted geometry. The level of theory is wB97M-V/def2-TZVPD.

Properties
E_HOMO = -8.27 eV
SMILES string = CN(C)P(=O)(N(C)C)N(C)C.CN(C)P(=O)(N(C)C)N(C)C.CN(C)P(=O)(N(C)C)N(C)C.CCOP(=O)(OCC)OCC.CCOP(=O)(OCC)OCC.C[N+](=O)[O-].C[N+](=O)[O-].C[N+](=O)[O-].C[N+](=O)[O-]
lowest unoccupied orbital energy = 0.0 eV
frontier orbital gap = 8.3 eV

Last column: Löwdin charge in e.
CARTESIAN COORDINATES (ANGSTROEM)
1 C 1.397 5.210 -0.290  -0.24
2 C -1.005 -4.087 -2.500  -0.05
3 H 5.341 4.076 -2.690  0.06
4 H -4.092 2.153 -1.451  0.07
5 O 5.031 -0.424 -0.121  0.05
6 O -4.795 -3.747 -1.491  0.07
7 H -0.762 0.674 -3.062  0.07
8 C 4.673 1.803 -0.259  0.04
9 O 2.050 -7.576 -3.311  -0.19
10 H -0.255 -1.819 8.417  0.07
11 C -2.067 1.439 4.282  -0.08
12 H -1.896 3.591 6.560  0.08
13 H 5.501 1.779 -0.952  0.09
14 C -3.895 1.574 1.056  -0.11
15 H 5.548 0.032 -5.981  0.08
16 C 0.293 -1.400 1.076  0.06
17 N -1.002 1.773 7.157  -0.31
18 H 1.460 -8.517 -5.001  0.11
19 C 3.299 -2.804 -7.250  -0.10
20 H 2.194 1.140 -6.757  0.08
21 H 5.661 5.238 -3.936  0.08
22 H -1.960 4.055 2.660  0.07
23 H 0.769 -10.558 -3.961  0.07
24 H 1.570 -1.655 -1.795  0.07
25 H -2.991 2.257 6.984  0.07
26 H -3.983 1.401 2.125  0.06
27 H 0.744 1.477 8.283  0.07
28 N -2.179 0.334 5.257  -0.31
29 C 0.288 2.239 7.644  -0.12
30 H -5.887 2.218 -1.140  0.07
31 C 4.949 4.472 -3.621  -0.07
32 O 1.538 -7.589 -0.751  -0.22
33 C -2.811 5.557 -0.104  -0.12
34 H 4.943 0.299 -4.268  0.08
35 H -1.559 3.586 -2.502  0.11
36 H 2.667 -3.355 -7.947  0.08
37 H 3.472 -1.768 -7.538  0.07
38 N -1.003 -0.919 0.499  -0.40
39 H -4.900 6.904 0.110  0.05
40 H -2.361 5.788 2.907  0.09
41 H 0.538 5.147 0.371  0.09
42 N 2.673 -2.679 -5.925  -0.31
43 H 0.131 -7.851 -4.124  0.11
44 H -5.647 7.028 1.605  0.08
45 N -1.885 -0.622 7.823  -0.29
46 H 3.714 -4.460 1.061  0.08
47 N -4.312 -3.510 -0.415  -0.46
48 N 3.480 -0.133 -5.704  -0.32
49 H -5.247 -1.686 -0.445  0.10
50 O -1.228 -1.129 -0.676  0.05
51 C -7.147 4.466 0.270  -0.08
52 H 4.223 -2.932 -3.907  0.08
53 H 3.769 2.257 -0.662  0.09
54 H -2.254 1.264 -2.466  0.07
55 H -1.795 -1.294 3.976  0.08
56 C 3.723 -2.401 -3.097  -0.13
57 H 3.309 5.312 -4.719  0.12
58 C 3.148 1.172 -6.227  -0.12
59 O 0.641 5.680 -3.242  -0.22
60 H 4.252 -3.338 -7.218  0.07
61 C -1.308 -1.926 8.163  -0.12
62 H -2.703 6.643 -0.062  0.09
63 C -4.589 -2.178 0.260  0.06
64 C -4.903 2.647 -0.918  -0.13
65 P -1.126 0.238 6.574  0.53
66 H -7.907 5.192 0.008  0.08
67 C -3.317 -0.441 8.084  -0.12
68 H 0.147 -9.690 -2.507  0.08
69 H 2.411 -3.834 0.012  0.06
70 H -3.467 -0.748 4.127  0.09
71 O 0.224 -0.337 6.301  -0.29
72 H -1.327 -5.751 -1.092  0.12
73 H -4.142 0.655 0.529  0.06
74 H -2.750 -1.727 5.423  0.08
75 H 2.849 1.884 -5.438  0.07
76 O 0.262 -6.149 -2.423  -0.19
77 H 2.540 -0.102 -2.074  0.08
78 H -3.465 5.144 -0.874  0.07
79 P 1.664 -6.781 -1.973  0.43
80 H -1.632 -4.483 -3.305  0.08
81 H -3.093 1.813 4.245  0.08
82 H -2.861 1.838 0.821  0.07
83 P 1.130 4.379 -2.790  0.37
84 H 4.993 3.710 -4.406  0.07
85 C 1.919 -0.894 -2.498  -0.09
86 N -5.860 5.083 0.664  -0.30
87 H 1.025 -1.210 0.294  0.07
88 H 4.979 2.278 0.674  0.11
89 H -1.116 5.219 1.787  0.06
90 H 3.517 5.056 -0.386  0.08
91 O 0.928 -0.699 -5.496  -0.27
92 C -2.546 -0.943 4.695  -0.11
93 N 2.653 -1.539 -3.574  -0.29
94 C 2.901 -4.732 0.389  -0.06
95 C -2.119 5.021 2.166  -0.11
96 H 2.132 -5.371 0.819  0.08
97 H 2.606 3.997 0.929  0.08
98 O -4.886 3.959 2.851  -0.30
99 O 2.619 4.008 -3.206  -0.18
100 H 0.890 -3.723 -5.495  0.08
101 H 2.355 -4.823 -5.690  0.09
102 N 2.255 -2.661 4.391  -0.44
103 H -2.213 3.239 8.231  0.08
104 C 4.842 -0.261 -5.203  -0.11
105 C 1.075 -8.379 -3.990  -0.26
106 H -3.765 -1.412 8.307  0.08
107 H 3.300 -3.191 -2.472  0.06
108 H -1.456 -2.699 7.407  0.08
109 H 3.188 -1.129 5.499  0.09
110 H 2.243 -3.813 -4.317  0.04
111 O -1.754 -0.252 1.180  0.03
112 H -0.185 -3.539 -2.962  0.07
113 H 0.986 -0.446 -2.836  0.05
114 H 3.030 5.632 1.105  0.08
115 C 0.917 -9.722 -3.279  -0.07
116 H -1.413 2.165 4.761  0.07
117 C -2.064 2.764 7.258  -0.11
118 H 3.991 1.577 -6.785  0.08
119 O -3.648 -4.289 0.239  0.04
120 C -0.538 -5.255 -1.660  -0.26
121 H 1.037 2.402 6.863  0.08
122 H -3.550 -1.884 0.382  0.07
123 C 3.507 5.002 -3.696  -0.27
124 H 4.487 -1.805 -2.592  0.08
125 O 1.600 -1.844 3.799  0.05
126 H -6.678 6.935 0.157  0.08
127 O 2.655 -5.512 -1.920  -0.20
128 H -1.682 -3.401 -1.991  0.05
129 O 3.173 0.239 0.683  0.06
130 C -1.041 2.845 -3.115  -0.25
131 C 1.962 -3.861 -5.371  -0.08
132 H -5.057 3.660 -1.299  0.06
133 N 4.237 0.456 0.161  -0.45
134 H 0.448 -0.822 1.977  0.08
135 O 1.112 4.118 -1.222  -0.19
136 H 4.395 -4.846 -1.160  0.11
137 H 0.009 -4.873 -0.787  0.10
138 H -1.827 5.204 -0.442  0.06
139 H -1.495 2.821 -4.108  0.13
140 H -3.613 0.159 8.949  0.08
141 P 2.270 -1.210 -5.214  0.55
142 H 3.970 -6.436 -0.551  0.12
143 H 3.877 -2.655 5.727  0.09
144 H 3.491 5.856 -3.012  0.11
145 H -1.763 -2.212 9.114  0.08
146 H -3.746 -0.016 7.176  0.06
147 H 1.403 6.174 -0.799  0.12
148 H 1.811 -9.950 -2.696  0.08
149 H 0.356 -2.471 1.251  0.10
150 H -6.965 3.725 -0.498  0.04
151 P -4.654 4.179 1.402  0.57
152 C 2.907 -2.166 5.654  0.05
153 H 0.261 3.153 8.236  0.08
154 H -0.847 1.531 -1.434  0.08
155 C 2.717 4.909 0.341  -0.08
156 C 3.570 -5.451 -0.784  -0.25
157 H -1.671 1.073 3.336  0.07
158 C -1.179 1.484 -2.470  -0.07
159 H 5.101 -1.294 -4.985  0.06
160 O 2.442 -3.792 4.021  0.07
161 N -3.126 4.874 1.152  -0.29
162 O 0.342 3.121 -3.336  -0.17
163 H 2.209 -2.347 6.461  0.09
164 N -4.662 2.699 0.515  -0.29
165 H -7.480 3.928 1.163  0.09
166 H -5.017 -2.389 1.234  0.10
167 C -5.789 6.535 0.635  -0.11